1.
A 2-piece molecular cluster, CH5PS2 overall in a non-equilibrium geometry. Source: the OMol25 dataset; level of theory: ωB97M-V with the def2-TZVPD basis set.

Summary:
Relative energy (zero: lowest compared OMol25 entry of this formula, charge and spin), eV: 1.090
E_HOMO (alpha / beta), eV: -7.627 / -10.190
2S+1: 3
HOMO-LUMO gap (alpha / beta), eV: 8.29 / 9.10
<S²>: 2.009
E, Ha: -1178.7032

The geometry in XYZ format:
```
9
CH5PS2 ωB97M-V with the def2-TZVPD basis set
C -1.48 -0.58 -0.53
P 2.21 -0.31 0.08
S -2.27 0.70 0.45
S 2.68 1.73 -0.29
H -2.06 -1.39 -0.76
H -0.44 -0.44 -0.62
H 3.48 -0.66 0.66
H -3.53 0.31 0.45
H 1.34 1.80 -0.49
```

---

2.
C39H49AsBN7Pd as an isolated structure in a non-equilibrium geometry. Source: the OMol25 dataset; level of theory: ωB97M-V with the def2-TZVPD basis set.

Summary:
Relative energy (zero: lowest compared OMol25 entry of this formula, charge and spin), eV: 0.000
E_HOMO (alpha / beta), eV: -13.443 / -13.427
2S+1: 5
Net charge: +2
HOMO-LUMO gap (alpha / beta), eV: 8.64 / 4.34
<S²>: 6.053
E, Ha: -4286.8173

The geometry in XYZ format:
```
98
C39H49AsBN7Pd ωB97M-V with the def2-TZVPD basis set
Pd -0.48 -0.22 -1.11
C 3.22 0.05 -1.20
C 2.46 -0.11 -2.48
C 2.97 -0.12 -3.77
C 1.87 -0.25 -4.60
C 1.81 -0.33 -6.09
N 0.77 -0.30 -3.83
N 1.13 -0.21 -2.52
B -0.72 -0.41 -4.23
N -1.32 -1.67 -3.56
N -1.22 -1.83 -2.22
C -1.77 -3.00 -1.89
C -1.82 -3.49 -0.48
C -2.24 -3.62 -3.05
C -1.94 -2.75 -4.09
C -2.20 -2.89 -5.54
N -1.46 0.84 -3.72
N -1.50 1.14 -2.39
C -2.17 2.28 -2.25
C -2.40 2.92 -0.93
C -2.57 2.74 -3.50
C -2.11 1.80 -4.41
C -2.24 1.78 -5.89
H 4.28 -0.06 -1.40
H 3.06 1.04 -0.77
H 2.93 -0.71 -0.47
H 4.00 -0.06 -4.06
H 2.82 -0.27 -6.49
H 1.36 -1.26 -6.43
H 1.23 0.50 -6.51
H -0.82 -0.50 -5.41
H -1.16 -2.91 0.17
H -2.83 -3.44 -0.08
H -1.50 -4.53 -0.43
H -2.73 -4.57 -3.13
H -2.75 -3.81 -5.72
H -2.80 -2.06 -5.92
H -1.28 -2.93 -6.11
H -1.92 2.33 -0.14
H -1.98 3.92 -0.91
H -3.46 3.00 -0.70
H -3.13 3.62 -3.72
H -2.80 2.65 -6.22
H -1.26 1.80 -6.38
H -2.75 0.88 -6.23
C 1.97 -4.05 5.83
C 1.66 -2.98 4.82
C 1.28 -1.71 5.23
C 1.00 -0.69 4.32
C 0.52 0.62 4.88
C 1.12 -0.99 2.95
As 0.76 0.27 1.52
N -1.03 0.31 1.00
C -2.10 -0.36 1.45
C -2.21 -1.06 2.69
C -3.38 -1.68 3.03
C -4.49 -1.63 2.16
C -4.41 -0.94 0.95
C -3.25 -0.31 0.60
C 1.24 2.00 2.15
C 0.39 3.16 2.28
C -1.09 3.11 2.48
C 1.00 4.40 2.36
C 2.39 4.56 2.38
C 3.02 5.90 2.45
C 3.20 3.41 2.35
C 2.68 2.15 2.25
C 3.63 0.99 2.27
C 1.50 -2.27 2.51
C 1.67 -2.64 1.06
C 1.75 -3.24 3.47
H 1.78 -3.72 6.84
H 3.02 -4.35 5.76
H 1.37 -4.95 5.64
H 1.18 -1.50 6.28
H 0.28 0.50 5.94
H -0.38 0.97 4.38
H 1.28 1.40 4.82
H -1.37 -1.10 3.36
H -3.47 -2.21 3.96
H -5.41 -2.12 2.45
H -5.27 -0.90 0.30
H -3.17 0.24 -0.34
H -1.55 2.18 2.18
H -1.57 3.93 1.94
H -1.30 3.26 3.54
H 0.39 5.28 2.46
H 2.28 6.70 2.52
H 3.65 6.06 1.58
H 3.69 5.96 3.31
H 4.28 3.54 2.41
H 3.95 0.82 3.30
H 4.51 1.21 1.68
H 3.23 0.04 1.91
H 1.05 -2.06 0.37
H 1.42 -3.69 0.92
H 2.71 -2.51 0.74
H 2.04 -4.23 3.13
```

---

3.
One molecule with the formula C2H3N3O3 in a non-equilibrium geometry. Source: the OMol25 dataset; level of theory: ωB97M-V with the def2-TZVPD basis set.

Summary:
Relative energy (zero: lowest compared OMol25 entry of this formula, charge and spin), eV: 3.132
SMILES: COn1nnoc1=O
E_HOMO, eV: -10.600
2S+1: 1
HOMO-LUMO gap, eV: 11.30
E, Ha: -467.8492

The geometry in XYZ format:
```
11
C2H3N3O3 ωB97M-V with the def2-TZVPD basis set
C 1.67 -0.26 0.40
C -1.50 -0.22 0.36
H 1.33 -0.49 1.42
H 2.60 -0.69 0.15
H 1.78 0.90 0.36
N -0.40 -0.11 -0.53
N -0.66 0.69 -1.54
N -1.76 1.23 -1.31
O 0.74 -0.88 -0.50
O -2.25 0.86 -0.07
O -1.56 -1.04 1.27
```

---

4.
C22H33Cl2MnN4O3 as an isolated structure in a non-equilibrium geometry. Source: the OMol25 dataset; level of theory: ωB97M-V with the def2-TZVPD basis set.

Summary:
E_HOMO (alpha / beta), eV: -2.436 / -4.209
2S+1: 6
Net charge: -1
HOMO-LUMO gap (alpha / beta), eV: 4.93 / 6.70
<S²>: 8.755
E, Ha: -3374.3922

The geometry in XYZ format:
```
65
C22H33Cl2MnN4O3 ωB97M-V with the def2-TZVPD basis set
O 0.11 0.52 -1.28
C 0.82 1.35 -2.11
C 1.33 0.62 -3.37
C 1.38 -0.77 -3.50
H 1.01 -1.39 -2.68
C 1.92 -1.36 -4.65
H 1.93 -2.45 -4.73
C 2.44 -0.55 -5.67
H 2.86 -1.01 -6.56
C 2.40 0.84 -5.55
H 2.79 1.48 -6.34
C 1.84 1.41 -4.41
H 1.80 2.50 -4.29
H 0.15 2.15 -2.49
C 1.49 3.13 -0.37
C 1.95 2.07 -1.33
H 2.34 3.78 -0.11
H 1.13 2.66 0.58
H 0.65 3.72 -0.78
C 3.20 1.59 -1.39
C 4.33 2.00 -0.52
H 3.43 0.82 -2.13
H 5.16 2.43 -1.10
H 4.70 1.09 -0.01
H 4.01 2.71 0.25
Mn 0.48 -0.17 0.47
Cl 1.40 -1.98 -0.32
Cl 2.35 0.63 1.70
C 1.15 -1.76 2.89
O 0.12 -1.19 2.45
N 1.26 -2.21 4.14
C 0.17 -2.05 5.09
C 2.42 -2.96 4.58
H 2.03 -1.90 2.24
H -0.65 -1.49 4.64
H 0.52 -1.52 5.98
H -0.19 -3.02 5.44
H 3.08 -3.08 3.71
H 2.13 -3.95 4.96
H 2.96 -2.43 5.37
H -2.71 3.04 3.22
H -4.53 3.14 1.28
C -2.03 3.33 2.40
C -3.70 3.25 0.57
N -2.46 2.74 1.15
H -1.02 3.01 2.63
C -1.81 1.71 0.62
O -0.81 1.18 1.20
H -3.94 2.69 -0.33
H -2.15 1.37 -0.37
H -2.08 4.42 2.31
H -3.60 4.31 0.33
N -5.08 -3.75 -0.55
C -3.95 -3.03 -0.38
C -3.69 -1.88 -1.17
C -2.51 -1.17 -0.95
N -1.64 -1.50 0.01
C -1.85 -2.62 0.73
C -2.99 -3.40 0.59
H -5.77 -3.50 -1.24
H -5.25 -4.57 0.02
H -4.39 -1.54 -1.94
H -2.24 -0.32 -1.58
H -1.07 -2.90 1.44
H -3.12 -4.28 1.23
```

---

5.
A 3-piece molecular cluster, C13H37O7P2S2 overall. Source: the OMol25 dataset; level of theory: ωB97M-V with the def2-TZVPD basis set.

Summary:
Relative energy (zero: lowest compared OMol25 entry of this formula, charge and spin), eV: 0.000
E_HOMO, eV: -2.662
2S+1: 1
Net charge: -1
HOMO-LUMO gap, eV: 4.57
E, Ha: -2523.1407

The geometry in XYZ format:
```
61
C13H37O7P2S2 ωB97M-V with the def2-TZVPD basis set
C -0.04 -1.51 -0.22
C 1.08 -0.91 0.63
O 2.35 -1.03 0.04
C 2.63 0.00 -0.89
C 3.81 -0.37 -1.75
P 3.70 -1.97 -2.82
P 2.98 -0.87 -4.80
C 1.68 -2.11 -5.29
C 1.79 0.48 -4.29
C 1.08 1.14 -5.47
H -0.31 -0.86 -1.06
H 0.28 -2.47 -0.62
H -0.94 -1.64 0.39
H 1.12 -1.42 1.60
H 0.86 0.15 0.83
H 2.82 0.93 -0.31
H 1.75 0.19 -1.53
H 4.01 0.45 -2.44
H 4.70 -0.50 -1.12
H 2.27 -2.19 -2.50
H 3.67 -3.16 -3.71
H 5.10 -1.70 -3.21
H 4.12 -2.80 -1.69
H 1.69 -2.33 -6.36
H 0.68 -1.78 -5.01
H 1.89 -3.05 -4.75
H 1.05 0.06 -3.60
H 2.35 1.24 -3.73
H 0.46 1.99 -5.17
H 1.81 1.49 -6.21
H 0.43 0.42 -5.98
O -3.20 -1.25 1.70
S -3.72 -2.20 2.63
O -3.28 -3.56 2.56
O -5.31 -2.14 2.57
C -5.91 -2.20 1.25
C -5.91 -3.60 0.67
C -3.53 -1.61 4.28
H -5.40 -1.49 0.61
H -6.93 -1.84 1.43
H -4.89 -3.94 0.46
H -6.47 -3.59 -0.26
H -6.37 -4.30 1.36
H -3.88 -0.58 4.32
H -2.46 -1.66 4.49
H -4.08 -2.26 4.95
O 1.57 4.61 4.92
S 0.64 4.95 3.88
O -0.76 4.87 4.18
O 0.98 4.13 2.58
C 1.22 2.69 2.72
C -0.06 1.91 2.92
C 1.00 6.55 3.24
H 1.92 2.55 3.54
H 1.71 2.43 1.79
H -0.54 2.13 3.87
H 0.19 0.85 2.89
H -0.76 2.12 2.11
H 2.06 6.60 3.00
H 0.74 7.26 4.02
H 0.39 6.71 2.35
```

---

6.
A 5-piece molecular cluster, C24H38INO9P2 overall in a non-equilibrium geometry. Source: the OMol25 dataset; level of theory: ωB97M-V with the def2-TZVPD basis set.

Summary:
SMILES: O=C1NC(=O)c2c(PP(=O)(O)O)cc(I)cc21.C1CCOC1.C1CCOC1.C1CCOC1.C1CCOC1
E_HOMO, eV: -9.201
2S+1: 1
HOMO-LUMO gap, eV: 8.31
E, Ha: -2649.6563

The geometry in XYZ format:
```
75
C24H38INO9P2 ωB97M-V with the def2-TZVPD basis set
O -5.73 4.85 5.26
C -4.59 4.97 4.95
N -4.06 5.98 4.14
C -2.71 5.69 3.80
O -1.95 6.45 3.29
C -2.43 4.35 4.37
C -1.40 3.44 4.15
P -0.39 3.50 2.64
P -0.92 1.60 1.69
O -1.25 1.74 0.27
O 0.28 0.61 1.99
O -2.14 0.96 2.51
C -1.22 2.45 5.12
C -2.14 2.31 6.16
I -1.69 0.95 7.69
C -3.31 3.05 6.21
C -3.44 4.06 5.27
H -4.66 6.29 3.39
H -1.03 4.41 1.79
H 0.67 0.83 2.85
H -2.94 1.12 1.99
H -0.36 1.79 5.06
H -4.08 2.87 6.94
C 0.77 -3.80 2.74
C 1.67 -2.57 2.59
C 1.44 -1.87 3.93
O 1.17 -2.89 4.89
C 0.94 -4.13 4.21
H 1.05 -4.63 2.08
H -0.27 -3.53 2.53
H 2.71 -2.88 2.51
H 1.42 -1.95 1.74
H 0.56 -1.21 3.88
H 2.30 -1.29 4.25
H 1.81 -4.78 4.38
H 0.06 -4.62 4.64
C -3.28 1.87 -3.45
C -1.98 1.39 -2.81
C -2.26 -0.09 -2.60
O -3.15 -0.49 -3.66
C -3.65 0.67 -4.32
H -3.18 2.79 -4.02
H -4.04 2.02 -2.68
H -1.15 1.52 -3.51
H -1.73 1.90 -1.89
H -2.76 -0.27 -1.65
H -1.36 -0.70 -2.64
H -3.17 0.74 -5.31
H -4.73 0.57 -4.47
C 6.46 -3.96 -0.13
C 7.18 -3.47 1.13
C 6.01 -3.24 2.08
O 5.00 -4.19 1.72
C 5.34 -4.79 0.46
H 7.10 -4.53 -0.80
H 6.06 -3.11 -0.68
H 7.83 -4.25 1.52
H 7.78 -2.57 0.98
H 5.59 -2.23 1.96
H 6.28 -3.38 3.13
H 5.66 -5.82 0.65
H 4.45 -4.82 -0.17
C -1.65 0.63 -7.79
C -0.98 0.02 -9.02
C 0.48 0.35 -8.78
O 0.66 0.36 -7.36
C -0.61 0.34 -6.71
H -2.62 0.20 -7.56
H -1.76 1.70 -7.92
H -1.13 -1.06 -9.03
H -1.35 0.42 -9.97
H 0.74 1.34 -9.17
H 1.16 -0.38 -9.22
H -0.76 -0.65 -6.27
H -0.61 1.08 -5.91
```

---

Please write out number 2 again, unchanged.
C39H49AsBN7Pd as an isolated structure in a non-equilibrium geometry. Source: the OMol25 dataset; level of theory: ωB97M-V with the def2-TZVPD basis set.

Summary:
Relative energy (zero: lowest compared OMol25 entry of this formula, charge and spin), eV: 0.000
E_HOMO (alpha / beta), eV: -13.443 / -13.427
2S+1: 5
Net charge: +2
HOMO-LUMO gap (alpha / beta), eV: 8.64 / 4.34
<S²>: 6.053
E, Ha: -4286.8173

The geometry in XYZ format:
```
98
C39H49AsBN7Pd ωB97M-V with the def2-TZVPD basis set
Pd -0.48 -0.22 -1.11
C 3.22 0.05 -1.20
C 2.46 -0.11 -2.48
C 2.97 -0.12 -3.77
C 1.87 -0.25 -4.60
C 1.81 -0.33 -6.09
N 0.77 -0.30 -3.83
N 1.13 -0.21 -2.52
B -0.72 -0.41 -4.23
N -1.32 -1.67 -3.56
N -1.22 -1.83 -2.22
C -1.77 -3.00 -1.89
C -1.82 -3.49 -0.48
C -2.24 -3.62 -3.05
C -1.94 -2.75 -4.09
C -2.20 -2.89 -5.54
N -1.46 0.84 -3.72
N -1.50 1.14 -2.39
C -2.17 2.28 -2.25
C -2.40 2.92 -0.93
C -2.57 2.74 -3.50
C -2.11 1.80 -4.41
C -2.24 1.78 -5.89
H 4.28 -0.06 -1.40
H 3.06 1.04 -0.77
H 2.93 -0.71 -0.47
H 4.00 -0.06 -4.06
H 2.82 -0.27 -6.49
H 1.36 -1.26 -6.43
H 1.23 0.50 -6.51
H -0.82 -0.50 -5.41
H -1.16 -2.91 0.17
H -2.83 -3.44 -0.08
H -1.50 -4.53 -0.43
H -2.73 -4.57 -3.13
H -2.75 -3.81 -5.72
H -2.80 -2.06 -5.92
H -1.28 -2.93 -6.11
H -1.92 2.33 -0.14
H -1.98 3.92 -0.91
H -3.46 3.00 -0.70
H -3.13 3.62 -3.72
H -2.80 2.65 -6.22
H -1.26 1.80 -6.38
H -2.75 0.88 -6.23
C 1.97 -4.05 5.83
C 1.66 -2.98 4.82
C 1.28 -1.71 5.23
C 1.00 -0.69 4.32
C 0.52 0.62 4.88
C 1.12 -0.99 2.95
As 0.76 0.27 1.52
N -1.03 0.31 1.00
C -2.10 -0.36 1.45
C -2.21 -1.06 2.69
C -3.38 -1.68 3.03
C -4.49 -1.63 2.16
C -4.41 -0.94 0.95
C -3.25 -0.31 0.60
C 1.24 2.00 2.15
C 0.39 3.16 2.28
C -1.09 3.11 2.48
C 1.00 4.40 2.36
C 2.39 4.56 2.38
C 3.02 5.90 2.45
C 3.20 3.41 2.35
C 2.68 2.15 2.25
C 3.63 0.99 2.27
C 1.50 -2.27 2.51
C 1.67 -2.64 1.06
C 1.75 -3.24 3.47
H 1.78 -3.72 6.84
H 3.02 -4.35 5.76
H 1.37 -4.95 5.64
H 1.18 -1.50 6.28
H 0.28 0.50 5.94
H -0.38 0.97 4.38
H 1.28 1.40 4.82
H -1.37 -1.10 3.36
H -3.47 -2.21 3.96
H -5.41 -2.12 2.45
H -5.27 -0.90 0.30
H -3.17 0.24 -0.34
H -1.55 2.18 2.18
H -1.57 3.93 1.94
H -1.30 3.26 3.54
H 0.39 5.28 2.46
H 2.28 6.70 2.52
H 3.65 6.06 1.58
H 3.69 5.96 3.31
H 4.28 3.54 2.41
H 3.95 0.82 3.30
H 4.51 1.21 1.68
H 3.23 0.04 1.91
H 1.05 -2.06 0.37
H 1.42 -3.69 0.92
H 2.71 -2.51 0.74
H 2.04 -4.23 3.13
```

---

Copy entry 5 word for word.
A 3-piece molecular cluster, C13H37O7P2S2 overall. Source: the OMol25 dataset; level of theory: ωB97M-V with the def2-TZVPD basis set.

Summary:
Relative energy (zero: lowest compared OMol25 entry of this formula, charge and spin), eV: 0.000
E_HOMO, eV: -2.662
2S+1: 1
Net charge: -1
HOMO-LUMO gap, eV: 4.57
E, Ha: -2523.1407

The geometry in XYZ format:
```
61
C13H37O7P2S2 ωB97M-V with the def2-TZVPD basis set
C -0.04 -1.51 -0.22
C 1.08 -0.91 0.63
O 2.35 -1.03 0.04
C 2.63 0.00 -0.89
C 3.81 -0.37 -1.75
P 3.70 -1.97 -2.82
P 2.98 -0.87 -4.80
C 1.68 -2.11 -5.29
C 1.79 0.48 -4.29
C 1.08 1.14 -5.47
H -0.31 -0.86 -1.06
H 0.28 -2.47 -0.62
H -0.94 -1.64 0.39
H 1.12 -1.42 1.60
H 0.86 0.15 0.83
H 2.82 0.93 -0.31
H 1.75 0.19 -1.53
H 4.01 0.45 -2.44
H 4.70 -0.50 -1.12
H 2.27 -2.19 -2.50
H 3.67 -3.16 -3.71
H 5.10 -1.70 -3.21
H 4.12 -2.80 -1.69
H 1.69 -2.33 -6.36
H 0.68 -1.78 -5.01
H 1.89 -3.05 -4.75
H 1.05 0.06 -3.60
H 2.35 1.24 -3.73
H 0.46 1.99 -5.17
H 1.81 1.49 -6.21
H 0.43 0.42 -5.98
O -3.20 -1.25 1.70
S -3.72 -2.20 2.63
O -3.28 -3.56 2.56
O -5.31 -2.14 2.57
C -5.91 -2.20 1.25
C -5.91 -3.60 0.67
C -3.53 -1.61 4.28
H -5.40 -1.49 0.61
H -6.93 -1.84 1.43
H -4.89 -3.94 0.46
H -6.47 -3.59 -0.26
H -6.37 -4.30 1.36
H -3.88 -0.58 4.32
H -2.46 -1.66 4.49
H -4.08 -2.26 4.95
O 1.57 4.61 4.92
S 0.64 4.95 3.88
O -0.76 4.87 4.18
O 0.98 4.13 2.58
C 1.22 2.69 2.72
C -0.06 1.91 2.92
C 1.00 6.55 3.24
H 1.92 2.55 3.54
H 1.71 2.43 1.79
H -0.54 2.13 3.87
H 0.19 0.85 2.89
H -0.76 2.12 2.11
H 2.06 6.60 3.00
H 0.74 7.26 4.02
H 0.39 6.71 2.35
```